Entry 1:
# C46H58O4PbSbSe4

C46H58O4PbSbSe4 as an isolated structure at a distorted geometry (ωB97M-V with the def2-TZVPD basis set, the Open Molecules 2025 dataset).

Strongest force on any atom in eV/Å: 6.4
E_HOMO (spin up / spin down) in eV: -10.1 / -10.1
Net charge: +1
Frontier orbital gap (spin up / spin down) in eV: 3.53 / 3.54

```
114
Properties=species:S:1:pos:R:3:forces:R:3
Pb -0.367391 -5.183860 -4.269336 0.2086 0.2307 -0.1062
C 3.957354 -0.685001 -3.221091 0.3043 1.5720 0.6005
O 2.665875 -0.142298 -2.781236 0.5310 -0.9692 -0.5781
C 2.648173 -0.031884 -1.402049 -0.3789 0.0360 -1.0464
C 2.406690 -1.124459 -0.582305 0.1346 -0.0672 -0.3064
C 2.028599 -2.518253 -1.069325 -0.0623 0.6114 -0.3290
C 0.724420 -2.966640 -0.445757 -0.1670 -1.0256 0.0507
C 0.786428 -3.268256 0.996757 0.0301 -1.4023 -0.4137
C -0.280801 -3.402459 1.769920 -1.6302 1.0210 -0.7696
C -1.555281 -2.861296 1.179590 -0.6860 0.1773 1.1336
C -1.696439 -2.267721 -0.025784 1.0457 -0.5951 -0.4919
C -2.917323 -1.458552 -0.402795 0.1305 0.3799 0.8550
C -2.625792 -0.069676 0.199908 0.5027 0.7400 1.3196
C -2.531192 0.154107 1.594937 -0.5090 0.1301 -0.4418
C -2.275773 1.415501 2.168863 -0.2828 -1.6473 -0.4070
C -2.056550 2.453637 1.320143 0.9006 0.6529 -0.4687
C -2.040993 2.266501 -0.049434 0.0422 1.5786 0.0858
C -1.808872 3.513040 -0.878820 1.5728 0.6448 0.2928
C -0.751866 3.288726 -1.962230 -0.1240 -0.3218 0.5377
C -0.958226 3.135539 -3.288319 -0.7700 2.1712 0.4011
C 0.118172 2.943894 -4.232169 -2.6820 -0.9672 -0.7225
C 1.363816 2.676855 -3.769976 3.2327 -0.2429 3.8789
C 1.729438 2.798330 -2.366054 0.8617 -0.9474 -4.7136
C 3.080212 2.452484 -1.805458 -2.2294 0.6758 3.0403
C 2.943856 1.238499 -0.905274 0.5315 -1.3139 0.5455
C 3.272305 1.284369 0.429430 0.0523 1.0829 1.6750
C 3.117785 0.195051 1.315271 0.1901 1.7161 1.2079
C 2.607287 -0.932219 0.774348 0.1516 -3.0875 1.0201
C 3.404318 0.232066 2.886665 -1.9849 0.3307 -0.2534
C 4.816646 -0.152150 3.165370 0.9158 1.3544 1.3782
C 3.152209 1.666532 3.432915 1.1625 -0.2309 -0.3538
C 2.348306 -0.684060 3.620441 -0.5827 -0.7454 -0.8555
C 0.667859 3.138896 -1.484417 -0.2592 0.3543 6.4258
O 1.000149 3.216238 -0.235178 -1.9218 0.2433 -4.6343
C -0.297345 2.798725 -5.688048 -1.3893 0.7127 -1.1576
C -0.974726 4.167081 -6.141879 -1.5735 0.0029 2.0551
C -1.424196 1.693576 -5.847856 0.2215 0.1534 -1.0280
C 0.843701 2.475330 -6.670525 1.9988 0.4070 1.3816
C -2.318021 1.045595 -0.582395 -1.2926 -2.0561 -0.8945
O -2.451078 0.826709 -1.938546 0.3044 1.3057 -1.2469
C -3.690557 1.286566 -2.481256 -1.2492 0.3902 1.2046
C -2.321675 1.721053 3.631955 -0.0335 1.2889 0.4035
C -0.992550 2.395315 4.099813 -0.4863 -0.4972 -1.3378
C -3.456944 2.782653 3.790967 0.3090 -0.9832 2.1382
C -2.595665 0.486468 4.473140 -1.4816 -0.2981 0.2369
C -0.501481 -2.205916 -0.927820 -0.0550 -0.9686 2.5339
O -0.459697 -1.569502 -1.923763 -0.0669 1.3804 -2.2585
C -0.256538 -4.019387 3.148672 0.3510 -0.0328 0.0416
C -1.351845 -5.123270 3.217499 -0.8941 2.6119 -0.2958
C 1.161105 -4.537179 3.497108 -0.7850 -0.0205 -0.5305
C -0.689056 -2.982502 4.177901 -0.1965 1.3476 1.1458
H 4.167223 -1.700808 -2.869103 -0.4731 0.0377 -0.1681
H 4.749959 -0.030068 -2.743207 -0.6012 -0.6611 -0.7242
H 3.998925 -0.593898 -4.321570 -0.0912 -0.1872 0.6419
H 2.849561 -3.211605 -0.818423 -0.4024 0.0830 -0.1682
H 1.814344 -2.533294 -2.137208 0.5578 0.2325 -0.1299
H 1.669907 -3.773196 1.332057 0.6669 0.1394 -0.0230
H -2.472208 -2.811306 1.835169 1.1142 -0.3244 -0.6512
H -3.722095 -1.926352 0.218652 0.0924 0.4832 -1.0735
H -3.095923 -1.366784 -1.514461 0.0953 -0.4601 1.4261
H -2.782613 -0.657590 2.256548 0.1161 -0.2201 0.0780
H -1.815564 3.430006 1.754075 -0.1463 -0.2555 -0.4489
H -1.329928 4.209223 -0.145784 -0.3961 -0.2868 -0.6985
H -2.737468 4.000448 -1.183374 0.1851 -0.2332 -0.5473
H -1.943511 3.503104 -3.627226 0.5285 -0.9532 -0.1249
H 2.128149 2.257361 -4.378853 0.4207 0.0800 -0.6918
H 3.434605 3.217374 -1.080134 -0.4706 0.0065 -0.7110
H 3.824361 2.298229 -2.471073 1.9807 -0.3485 -2.6920
H 3.622896 2.248862 0.828748 -0.2295 -0.4546 -0.1338
H 2.525044 -1.845040 1.458457 -0.0699 1.5639 -1.1962
H 5.538605 0.673593 3.022594 -0.3663 -0.2781 -0.6129
H 5.113016 -0.999338 2.624996 0.5621 -1.2684 -0.7595
H 4.960385 -0.330970 4.229085 -0.2269 -0.4031 0.2133
H 3.916185 2.256322 2.904410 -0.1699 0.3547 0.6778
H 3.267909 1.738903 4.534124 0.2111 -0.1528 -0.6866
H 2.202506 2.105327 3.180849 -0.5947 -0.1422 -0.2254
H 2.350729 -1.828365 3.448375 0.1372 2.0261 -0.1656
H 1.383134 -0.231660 3.313052 0.1298 -0.8047 -0.0691
H 2.300267 -0.608020 4.704176 0.7474 0.3915 0.1978
H -1.777558 4.587494 -5.391637 1.6510 -0.9348 -1.1072
H -1.590191 3.980604 -7.019055 0.4941 0.0727 -0.3567
H -0.239197 4.948098 -6.257512 0.1747 0.1889 -0.3664
H -2.253804 1.827695 -5.168137 -0.3670 0.5095 -0.0325
H -1.002153 0.750463 -5.485296 -0.0203 -0.2093 -0.7572
H -1.837441 1.687853 -6.967910 1.1745 -0.1926 2.5343
H 1.668771 3.249400 -6.496392 -0.9943 -0.8713 -0.5169
H 0.595153 2.480128 -7.743056 -0.2609 -0.0210 0.6289
H 1.330318 1.500445 -6.384004 -0.6182 0.7141 -0.5220
H -4.020420 2.344967 -2.183113 0.9645 -1.1685 -0.5834
H -4.465494 0.663169 -2.032893 -0.2907 -0.0918 0.0333
H -3.786932 1.108593 -3.555605 0.6540 0.2280 0.1357
H -0.887607 3.410917 3.702790 -0.1712 -0.0961 0.1353
H -0.174413 1.821951 3.648220 0.2038 -0.0007 0.7036
H -1.018169 2.440336 5.175928 0.4624 -0.0732 0.3760
H -3.554166 3.388210 2.923457 -0.2665 0.5069 -0.5108
H -3.284175 3.434305 4.690792 -0.1624 -0.6054 -0.7665
H -4.346832 2.179687 3.979394 -0.4188 0.5123 -0.2062
H -1.772594 -0.229268 4.327291 -0.2514 0.1354 0.4626
H -3.578907 -0.029911 4.126173 1.5849 0.8582 0.7239
H -2.724272 0.809492 5.549620 0.2636 -0.6711 -1.0952
H -1.141554 -5.935121 2.570992 0.3058 -1.2068 -0.1147
H -2.289694 -4.646292 2.764364 1.0390 -0.8100 0.9024
H -1.527178 -5.274382 4.287750 -0.0423 -0.8905 -0.4690
H 1.530122 -5.283526 2.797849 -0.1641 -0.2360 -0.0742
H 1.111278 -4.976295 4.467481 0.0798 -0.4162 0.7921
H 1.906338 -3.753082 3.526367 0.0095 0.3113 0.0661
H -1.453076 -2.342144 3.765720 -0.1360 0.5308 -0.5892
H 0.080783 -2.268225 4.632130 -0.7462 -1.2830 -0.7145
H -1.313971 -3.433787 4.962175 0.8428 -0.1200 0.3115
Se -3.557949 -5.809896 0.286094 0.0441 0.0552 -0.1517
Sb -2.165212 -5.492217 -1.584898 -0.2376 0.6515 -0.2073
Se -1.293076 -7.358869 -2.922446 0.0882 -0.4169 -0.0957
Se -2.717635 -3.942458 -3.570351 0.3430 -0.4683 0.8736
Se 0.435678 -4.891639 -1.289757 -0.4515 0.6597 0.0765
```
Forces are in eV/Å.

=====

Entry 2:
# C36H32N9O7SSe2Ta

C36H32N9O7SSe2Ta as an isolated structure (ωB97M-V with the def2-TZVPD basis set, the Open Molecules 2025 dataset).

Relative energy (zero: lowest compared OMol25 entry of this formula, charge and spin) in eV: 0.855
Strongest force on any atom in eV/Å: 0.5
E_HOMO in eV: -12.9
Net charge: +2
Frontier orbital gap in eV: 6.24

```
88
Properties=species:S:1:pos:R:3:forces:R:3
Ta 0.725587 -0.288851 -0.395513 -0.3338 0.1481 -0.3963
Se 1.908528 1.884583 2.945564 0.0448 0.0244 -0.0573
Se 1.163576 -0.269269 2.400168 -0.0006 0.1058 -0.0026
C 2.958650 -1.037549 2.414906 -0.0509 -0.0474 -0.0077
C 3.797208 -0.893293 3.506077 -0.0109 -0.0143 0.0069
C 5.025826 -1.537474 3.449995 0.0129 0.0101 0.0058
C 5.342554 -2.296489 2.335033 -0.0034 0.0009 0.0086
C 4.415583 -2.387019 1.308593 0.0026 0.0088 -0.0067
N 3.238361 -1.759925 1.341718 0.0214 0.0038 0.0127
C 0.108717 2.555956 2.990189 0.0143 0.0146 0.0081
C -0.130041 3.837575 3.468215 -0.0037 -0.0006 0.0041
C -1.439743 4.285809 3.445657 -0.0240 0.0118 -0.0204
C -2.435672 3.450747 2.954716 0.0324 0.0318 -0.0082
C -2.077041 2.194671 2.501948 0.0286 -0.0585 0.0481
N -0.819555 1.748894 2.513700 -0.0833 -0.0323 0.2357
H 3.509897 -0.305373 4.366782 -0.0120 0.0013 0.0053
H 5.721519 -1.449336 4.273668 0.0018 -0.0010 -0.0022
H 6.289227 -2.812146 2.259164 -0.0014 -0.0005 0.0004
H 4.619689 -2.975818 0.421767 0.0006 0.0010 0.0025
H 0.670085 4.456827 3.851660 -0.0020 -0.0061 0.0129
H -1.680958 5.274768 3.811784 0.0009 0.0001 0.0045
H -3.468348 3.767963 2.926788 -0.0049 0.0059 -0.0001
H -2.817569 1.508466 2.106497 0.1006 -0.0002 0.0723
S -0.182619 -6.998024 -4.122763 0.0457 -0.0056 -0.0189
N -0.475748 -5.495386 -4.615958 -0.0379 -0.0182 0.0170
C -0.252408 -4.705838 -3.577055 0.0182 0.0000 -0.0014
C -0.410571 -3.268093 -3.557166 0.0073 0.0124 0.0087
C -0.912106 -2.529553 -4.629442 -0.0028 0.0019 0.0004
C -1.074868 -1.172339 -4.476288 0.0017 0.0013 0.0091
C -0.690220 -0.571153 -3.283908 -0.0036 -0.0020 -0.0216
N -0.173097 -1.260526 -2.270503 0.0909 0.0518 0.0980
C -0.067564 -2.598812 -2.382545 -0.0067 -0.0162 -0.0132
C 0.338507 -3.314668 -1.186816 -0.0078 0.0003 0.0135
N 0.540638 -2.569380 -0.067719 0.0165 0.0673 0.0521
C 0.736057 -3.222660 1.075817 -0.0326 -0.0236 -0.0087
C 0.809771 -4.608752 1.166279 -0.0084 0.0199 0.0046
C 0.680144 -5.361204 0.027601 0.0010 -0.0088 -0.0081
C 0.415363 -4.704032 -1.177678 0.0027 0.0142 0.0083
C 0.156224 -5.403452 -2.418734 0.0149 0.0044 -0.0130
N 0.237051 -6.713108 -2.596016 -0.0453 -0.0027 0.0006
H -1.179204 -3.037330 -5.547017 -0.0012 -0.0006 0.0013
H -1.485695 -0.560948 -5.266528 0.0003 0.0008 0.0013
H -0.791967 0.492964 -3.145047 0.0032 -0.0021 -0.0051
H 0.794741 -2.645842 1.980554 0.0062 -0.0009 0.0186
H 0.950714 -5.059284 2.136984 -0.0014 0.0022 0.0066
H 0.738717 -6.441729 0.042768 0.0014 0.0004 0.0005
N -1.302198 -3.277574 3.557094 0.0149 0.0036 -0.0111
N -1.541275 -2.124938 2.742298 0.0196 0.0088 0.0485
H -2.151462 -3.615808 3.998758 -0.0064 0.0002 0.0058
H -0.671600 -3.001511 4.299875 0.0064 -0.0040 -0.0050
H -2.149900 -1.448928 3.195642 -0.0278 -0.0164 -0.0042
H -2.002226 -2.428777 1.893963 0.0173 0.0024 -0.0121
O 2.802854 0.491179 -0.213201 -0.1027 -0.0061 -0.0858
N 3.175028 -0.160288 -1.250253 0.1194 0.0537 -0.1419
O 4.118186 0.091768 -1.901133 0.1476 -0.2001 0.1775
O 2.329450 -1.104038 -1.546707 0.1570 0.0357 -0.1169
O 0.843304 1.153883 -1.885984 0.0339 -0.0694 0.1724
C 0.851922 2.144163 -1.033689 -0.1172 0.0904 0.1292
O 0.540389 1.764012 0.145309 0.1584 -0.2253 -0.1319
C 1.218064 3.481209 -1.370431 -0.1091 0.0106 -0.0817
C 1.534419 3.793445 -2.696261 0.0140 -0.0092 0.0199
C 1.905981 5.080072 -3.058050 0.0001 0.0124 0.0028
C 1.940890 6.015377 -2.044564 -0.0002 0.0012 0.0086
O 2.270845 7.307088 -2.142720 -0.0038 -0.0039 -0.0099
C 2.148672 7.878316 -0.828107 0.0012 0.0002 0.0006
O 1.751533 6.819700 0.048546 -0.0061 -0.0055 0.0042
C 1.622246 5.707310 -0.717115 -0.0127 -0.0042 0.0045
C 1.254764 4.453453 -0.341275 0.0221 -0.0068 -0.0165
H 1.495419 3.014539 -3.445324 -0.0025 0.0000 0.0034
H 2.158014 5.344512 -4.074335 0.0025 -0.0004 0.0023
H 1.381123 8.650389 -0.846356 0.0005 0.0006 -0.0007
H 3.115992 8.269991 -0.519326 0.0006 -0.0009 -0.0002
H 1.007626 4.197910 0.679222 -0.0085 0.0096 0.0091
C -4.360765 -0.925081 -1.564973 -0.0105 0.0067 -0.0003
C -3.997968 -0.243058 -0.236353 -0.0031 0.0000 -0.0403
C -4.488782 1.211646 -0.240062 -0.0240 0.0025 -0.0209
C -4.631530 -1.011661 0.932935 -0.0059 0.0089 0.0125
C -2.538482 -0.264397 -0.091642 0.0089 -0.0277 0.0534
C -1.323492 -0.302551 -0.002396 0.0026 0.0212 0.0254
H -5.442990 -0.910739 -1.698481 0.0000 -0.0041 0.0000
H -4.026578 -1.963706 -1.576145 0.0017 0.0058 0.0027
H -3.907424 -0.401896 -2.408319 -0.0017 0.0003 0.0010
H -5.573787 1.227269 -0.348064 0.0018 0.0021 0.0030
H -4.053106 1.769386 -1.069427 0.0031 0.0042 0.0017
H -4.227249 1.719030 0.688794 -0.0879 -0.0054 -0.0870
H -5.715198 -1.019166 0.811883 0.0004 0.0050 0.0022
H -4.401203 -0.539510 1.889216 0.0080 -0.0010 0.0046
H -4.287442 -2.046560 0.959269 -0.0040 0.0009 -0.0059
```
Forces are in eV/Å.

=====

Entry 3:
# C4H8O4

One molecule with the formula C4H8O4 at a distorted geometry (ωB97M-V with the def2-TZVPD basis set, the Open Molecules 2025 dataset).

Relative energy (zero: lowest compared OMol25 entry of this formula, charge and spin) in eV: 6.412
Strongest force on any atom in eV/Å: 7.4
SMILES: C1OCOCOCO1
E_HOMO in eV: -10.1
Frontier orbital gap in eV: 10.91

```
16
Properties=species:S:1:pos:R:3:forces:R:3
C -1.265279 1.329183 -0.090377 1.6924 -2.7650 -2.6675
O 0.232567 1.583860 -0.725191 -2.3241 -0.9062 3.3594
C 1.320854 1.013549 0.060604 2.9125 3.6386 -5.7720
O 1.815074 -0.141735 -0.642208 -1.0059 1.9103 1.3118
C 1.093981 -1.159514 -0.178749 1.3882 -5.1073 3.0755
O -0.156599 -1.432305 -0.797204 0.1122 -0.3199 1.9207
C -1.351818 -1.073018 0.031363 2.6357 0.5943 -1.7495
O -1.832340 0.084751 -0.638023 0.7693 1.3249 2.2906
H -1.873487 2.068410 -0.695260 0.8740 -0.2155 1.8932
H -1.247113 0.975680 1.016042 0.2493 2.3709 -1.4258
H 2.324127 1.660579 -0.240281 -2.8561 -0.5718 1.5947
H 1.078747 0.963945 1.100820 0.0886 -0.6123 0.6181
H 0.965604 -1.032585 0.986440 -0.3097 -0.2420 -1.8160
H 1.942301 -2.061513 -0.134242 -2.7824 1.3301 -0.8958
H -0.897713 -1.010882 1.162040 -1.8216 0.1853 -2.4599
H -2.148906 -1.768412 -0.215779 0.3775 -0.6144 0.7224
```
Forces are in eV/Å.